Entry 1:
The following is a quantum chemistry calculation of a cluster of 8 separate species, C22H60NO8S7 in total, from the OMol25 dataset.

The geometry in XYZ format:
```
98
Properties=species:S:1:pos:R:3:forces:R:3:lowdin_charge:R:1
C -0.9384 1.4580 2.0219 0.22 -0.24 1.34 -0.047
C -0.2423 -0.0263 1.6849 -0.79 2.57 -0.22 -0.326
O -0.2790 -0.1184 0.1927 2.12 0.04 1.47 -0.126
C -1.1528 -1.1329 2.4547 -0.90 2.96 0.07 -0.087
N -0.6860 -2.5578 2.4138 -0.90 -0.62 -0.51 -0.155
C 0.6882 -2.8111 1.8499 2.68 -1.91 -1.06 -0.125
C 1.9425 -2.3766 2.8130 1.17 -0.29 0.33 -0.164
C 1.5382 -1.9498 4.3410 -0.88 1.76 -0.32 -0.185
C 0.2366 -2.7657 4.9058 0.35 -0.32 0.97 -0.153
C -0.8960 -3.1551 3.7957 -0.54 -1.88 1.66 -0.135
H -2.1143 1.3740 2.1379 2.46 0.18 -0.51 0.102
H -0.6379 2.2817 1.2450 -0.63 -1.84 1.33 0.099
H -0.5234 1.8134 3.0721 -0.91 -0.71 -2.04 0.079
H 0.8671 0.0722 2.0408 -2.12 -0.74 -0.45 0.140
H 0.5900 0.3220 -0.1164 -2.17 -1.00 0.64 0.140
H -2.2593 -1.0979 2.0294 2.42 -0.04 0.73 0.175
H -1.2435 -0.7825 3.5920 0.47 -0.76 -2.56 0.166
H -1.3648 -3.0791 1.7794 1.19 0.85 0.90 0.203
H 0.7763 -3.9973 1.7335 -0.47 2.58 0.34 0.156
H 0.8417 -2.4074 0.7365 -0.88 -0.51 2.71 0.158
H 2.5780 -1.5087 2.2957 -1.55 -1.87 1.21 0.125
H 2.6881 -3.3063 2.8841 -1.76 1.97 -0.33 0.132
H 2.4538 -1.9614 5.1066 -2.13 -0.30 -1.87 0.145
H 1.2135 -0.8020 4.2884 0.72 -2.40 0.25 0.097
H -0.3284 -2.1674 5.7703 1.58 -1.17 -1.94 0.136
H 0.6540 -3.7676 5.3994 -1.19 2.08 -1.17 0.134
H -0.9078 -4.3333 3.6763 0.01 2.48 0.06 0.153
H -1.9828 -2.8298 4.1632 2.47 -0.69 -0.95 0.160
C -2.5496 1.4638 -2.1303 -0.06 0.05 0.10 -0.266
S -2.5171 0.9180 -3.8548 -0.47 0.03 -0.19 0.810
O -3.3816 1.8585 -4.6420 0.36 -0.35 0.47 -0.562
C -3.4660 -0.5992 -3.5894 -0.31 0.20 0.10 -0.287
H -2.0394 2.4275 -2.0621 -0.04 -0.17 -0.06 0.020
H -3.5824 1.5766 -1.7926 0.02 0.00 -0.12 0.062
H -2.0278 0.7345 -1.5064 0.01 0.04 -0.09 0.028
H -4.4429 -0.3600 -3.1625 0.07 0.23 -0.02 0.059
H -2.9149 -1.2622 -2.9184 0.01 0.09 -0.23 0.040
H -3.6041 -1.0950 -4.5532 0.16 0.17 0.28 0.035
C -1.3503 -4.8762 -6.0369 -0.03 -0.08 0.01 -0.251
S -1.0710 -3.1441 -5.5957 -0.15 -0.15 -0.25 0.830
O -2.0774 -2.7785 -4.5446 0.37 -0.40 -0.40 -0.583
C -1.6494 -2.4550 -7.1652 -0.09 0.11 -0.03 -0.241
H -1.0888 -5.4991 -5.1783 -0.01 0.18 -0.05 0.049
H -2.4011 -5.0332 -6.2911 0.05 0.12 0.06 0.059
H -0.7148 -5.1445 -6.8841 0.04 0.15 0.04 0.047
H -2.6821 -2.7600 -7.3501 0.06 -0.04 0.14 0.064
H -1.0045 -2.8012 -7.9761 0.03 -0.04 0.24 0.007
H -1.5995 -1.3652 -7.1048 0.06 -0.14 0.10 0.060
C 2.8050 -2.6573 -10.4048 0.10 -0.08 0.07 -0.251
S 1.1507 -2.8192 -9.6907 0.20 -0.02 -0.14 0.805
O 1.1887 -3.9620 -8.7191 -0.03 0.16 -0.25 -0.570
C 0.3521 -3.4157 -11.2004 -0.01 -0.16 -0.01 -0.260
H 3.4904 -2.3277 -9.6204 -0.22 0.02 -0.02 0.047
H 3.1398 -3.6206 -10.7964 -0.14 0.02 0.05 0.061
H 2.7867 -1.9127 -11.2040 -0.08 -0.03 0.11 0.059
H 0.8371 -4.3328 -11.5432 0.01 0.07 0.10 0.060
H 0.4128 -2.6469 -11.9741 0.01 -0.01 0.13 0.057
H -0.6976 -3.6226 -10.9790 0.15 0.07 0.06 0.050
C 1.7408 3.0003 5.2304 -0.04 -0.07 -0.10 -0.271
S 1.5272 2.0931 6.7810 -0.20 0.18 0.03 0.814
O 0.6677 0.8981 6.4897 0.08 0.21 -0.20 -0.594
C 0.4810 3.3330 7.5814 -0.05 -0.12 -0.02 -0.255
H 2.3407 2.3898 4.5515 -0.03 0.02 0.16 0.045
H 0.7676 3.1978 4.7750 0.02 -0.02 0.12 0.044
H 2.2618 3.9403 5.4260 -0.04 -0.11 0.03 0.058
H -0.4153 3.5100 6.9820 0.10 -0.09 -0.02 0.064
H 1.0424 4.2625 7.7012 0.00 -0.13 0.03 0.064
H 0.1898 2.9580 8.5654 0.11 0.07 -0.15 0.027
C -1.7055 7.4039 -0.8410 0.07 0.08 0.04 -0.270
S -1.6234 5.5968 -0.8585 0.29 0.08 -0.10 0.790
O -0.2589 5.2025 -0.3746 -0.45 0.09 -0.19 -0.581
C -1.6317 5.4259 -2.6595 0.09 0.00 -0.04 -0.259
H -1.6744 7.7423 0.1973 -0.01 -0.16 -0.12 0.051
H -0.8548 7.8227 -1.3836 -0.03 -0.14 0.03 0.059
H -2.6415 7.7316 -1.2993 0.05 -0.10 0.04 0.055
H -0.7853 5.9657 -3.0907 -0.04 -0.03 0.14 0.063
H -2.5700 5.8173 -3.0593 0.04 -0.07 0.09 0.062
H -1.5484 4.3651 -2.9076 -0.04 0.18 0.08 0.027
C 0.5762 3.9973 13.4298 -0.04 0.07 0.05 -0.267
S 0.6087 3.4515 11.7053 -0.31 0.26 -0.03 0.795
O -0.2558 4.3920 10.9182 0.31 -0.50 0.33 -0.565
C -0.3402 1.9343 11.9707 -0.12 -0.03 0.01 -0.270
H 1.0864 4.9610 13.4980 -0.05 -0.15 -0.13 0.053
H -0.4566 4.1101 13.7676 0.05 -0.03 -0.13 0.060
H 1.0979 3.2680 14.0537 -0.01 0.03 -0.11 0.054
H -1.3171 2.1735 12.3976 0.10 0.07 -0.05 0.060
H 0.2109 1.2714 12.6417 0.01 0.09 -0.07 0.054
H -0.4783 1.4386 11.0069 0.08 0.13 0.08 0.044
C 3.8176 -1.1553 -4.2125 -0.05 0.12 0.11 -0.277
S 3.8501 -1.7011 -5.9370 -0.40 0.17 -0.20 0.806
O 2.9856 -0.7606 -6.7241 0.33 -0.50 0.42 -0.561
C 2.9012 -3.2183 -5.6716 -0.04 -0.04 0.01 -0.267
H 4.3278 -0.1916 -4.1442 -0.04 -0.14 -0.12 0.050
H 2.7848 -1.0425 -3.8747 0.01 -0.03 -0.14 0.052
H 4.3393 -1.8846 -3.5885 0.00 0.01 -0.12 0.048
H 1.9243 -2.9791 -5.2446 0.08 0.09 -0.09 0.023
H 3.4523 -3.8813 -5.0006 0.06 0.09 -0.04 0.053
H 2.7631 -3.7141 -6.6354 0.00 0.16 0.04 0.032
```
Forces are in eV/Å.

Values from the calculation:
Gap between HOMO and LUMO: 7.3975 eV
Total charge: +1
HOMO level: -0.369 Eh
Spin multiplicity: 1
Total energy: -117488.60927 eV


Entry 2:
The following is a quantum chemistry calculation of a cluster of 9 separate species, C22H61N9O14 in total, from the OMol25 dataset.

The geometry in XYZ format:
```
106
Properties=species:S:1:pos:R:3:forces:R:3:lowdin_charge:R:1
N -0.2743 -0.2652 0.2630 0.68 1.09 -1.33 0.302
H 0.1164 -0.7074 -0.5567 0.83 -0.60 -1.07 0.058
H -1.2771 -0.3836 0.2449 -1.57 -0.86 1.16 0.053
H -0.1370 0.7269 0.1328 0.37 0.20 0.22 0.084
H 0.2198 -0.5969 1.0791 -0.09 -0.25 0.57 0.059
N -1.5994 -1.6032 -3.0444 -1.28 -0.38 -2.30 0.317
H -2.3963 -1.4034 -2.4569 -0.88 0.49 1.92 0.070
H -1.6390 -0.9456 -3.8100 0.20 0.34 -0.19 0.129
H -1.7296 -2.5072 -3.4756 0.31 -0.45 0.17 0.132
H -0.6848 -1.5250 -2.6230 2.32 -0.06 1.14 0.052
C -3.1955 -1.3052 -0.0159 -0.20 -4.06 3.14 -1.164
O -2.6892 -1.2329 1.0984 4.34 5.22 5.39 -0.086
O -3.7247 -2.3797 -0.0790 -5.39 -6.06 -4.19 -0.057
O -3.0446 -0.5524 -0.9616 1.07 5.39 -5.40 -0.128
C 1.8906 -1.6299 -2.6348 7.29 0.05 -3.59 -1.199
O 0.9427 -1.2818 -2.0457 -10.21 2.88 6.14 -0.071
O 1.9248 -2.4187 -3.5346 -2.10 -5.66 -4.90 -0.071
O 2.9932 -1.0531 -2.4730 4.09 3.21 2.87 -0.130
C -0.3241 -4.3016 0.1126 -1.59 -0.73 -0.32 -0.083
O -1.7642 -4.3906 0.2183 0.07 0.43 0.11 -0.204
C -2.4306 -5.6056 -0.1762 2.67 0.59 0.93 -0.209
C -3.8499 -5.7430 0.3619 1.17 1.14 -0.84 -0.225
N -4.0144 -5.3479 1.7442 -0.18 -0.08 -1.15 -0.034
C -5.4226 -5.1285 2.0030 0.45 -0.57 0.66 -0.231
C -5.5265 -4.2978 3.2572 -1.15 1.09 -0.76 -0.238
O -4.8654 -3.0278 3.0747 -1.31 -1.43 1.15 -0.154
C -5.2754 -2.1483 4.1200 1.30 0.64 -1.68 -0.121
H 0.2057 -4.8522 0.8899 -0.16 -0.33 0.48 0.059
H -0.0425 -3.2530 0.2091 -0.28 -0.03 -0.25 0.069
H 0.0231 -4.7233 -0.8306 0.14 0.27 -0.32 0.088
H -1.7300 -6.3458 0.2101 -0.26 -1.02 0.09 0.098
H -2.3890 -5.6816 -1.2628 -0.37 -0.12 -0.30 0.110
H -4.1891 -6.7602 0.1660 -0.14 -0.39 -0.23 0.105
H -4.3771 -5.0533 -0.2973 -0.54 0.16 0.43 0.110
H -3.7854 -6.1370 2.3315 0.48 -0.06 0.12 0.108
H -5.8687 -6.1194 2.0883 -0.64 -0.40 0.88 0.101
H -6.0458 -4.7647 1.1861 0.84 0.97 -0.19 0.123
H -5.2840 -4.8080 4.1894 0.91 -0.19 0.08 0.109
H -6.6004 -4.1549 3.3770 -0.53 0.53 0.17 0.100
H -4.7452 -1.2288 3.8719 0.33 0.06 0.29 0.085
H -4.9310 -2.5154 5.0868 -0.47 -0.01 0.31 0.078
H -6.3143 -1.8335 4.0221 -0.47 -0.62 0.46 0.077
C -1.0897 2.3080 2.1414 -0.02 -0.21 -2.26 -0.084
O -0.0649 1.3698 2.3337 0.68 1.30 -1.23 -0.207
C -0.2475 0.6325 3.4408 0.49 -1.11 2.18 -0.281
C 0.9533 -0.2885 3.6272 -0.55 -1.26 -0.76 -0.167
N 1.0324 -1.4120 2.6282 1.42 -0.25 0.86 -0.059
C 2.1811 -2.3234 2.9998 0.37 0.37 -1.43 -0.173
C 2.7424 -3.0715 1.7572 0.01 0.20 0.35 -0.198
O 3.7515 -4.0035 2.1154 -0.72 -1.38 1.15 -0.195
C 3.3310 -5.3218 2.5794 1.53 0.55 -1.11 -0.094
H -1.1473 3.1226 2.8634 -0.04 -0.25 0.31 0.096
H -2.0082 1.7730 1.9002 -0.58 0.02 0.87 0.093
H -0.8678 2.7015 1.1494 0.15 0.72 0.18 0.074
H -1.2300 0.1607 3.4548 -0.11 -0.47 -0.06 0.132
H -0.1709 1.3001 4.2989 -0.35 0.20 0.66 0.115
H 0.9516 -0.8065 4.5862 -0.09 0.61 0.59 0.110
H 1.8205 0.3661 3.5407 0.27 -0.29 -0.06 0.119
H 0.2950 -2.0626 2.8584 -1.04 0.49 -0.42 0.112
H 1.8368 -3.0183 3.7657 0.21 -0.19 0.17 0.106
H 3.0532 -1.7757 3.3568 -0.25 0.28 0.39 0.114
H 3.3195 -2.3831 1.1399 -0.50 0.26 -0.09 0.116
H 1.9456 -3.5112 1.1574 0.04 -0.13 -0.01 0.092
H 3.2078 -5.9682 1.7105 -0.74 0.07 -0.21 0.077
H 2.5052 -5.4236 3.2836 -0.13 0.55 -0.09 0.078
H 4.2389 -5.7464 3.0078 -0.04 0.16 0.53 0.071
C 1.0604 1.8693 -2.4074 -0.30 0.15 -0.59 -0.088
O 0.7897 3.2788 -2.3937 0.33 -1.03 0.05 -0.210
C 1.9240 3.9756 -1.9666 -0.32 1.53 -0.81 -0.235
C 1.7973 5.3747 -2.6553 2.37 -0.75 1.38 -0.165
N 2.8194 6.1885 -1.9690 -1.11 1.96 0.73 -0.089
C 2.8330 7.6582 -2.1806 1.51 -1.85 -1.67 -0.175
C 3.2612 8.0417 -3.6295 0.09 -0.20 -0.31 -0.208
O 4.6748 7.7402 -3.9156 -1.63 0.47 0.10 -0.185
C 5.0134 8.1243 -5.2339 0.11 0.78 0.23 -0.148
H 0.2288 1.3790 -2.9135 -0.21 -0.05 0.50 0.082
H 1.2325 1.5110 -1.3925 0.05 -0.28 -0.15 0.076
H 1.9118 1.6451 -3.0500 0.34 -0.02 0.29 0.094
H 2.8708 3.4835 -2.1894 0.03 -0.25 -0.68 0.115
H 2.0105 4.1118 -0.8886 -0.62 0.12 0.30 0.124
H 0.7662 5.6910 -2.4975 0.19 0.44 0.04 0.122
H 2.0793 5.3519 -3.7079 -0.64 -0.46 -0.35 0.103
H 3.7352 5.7751 -1.8666 -0.21 0.00 -0.34 0.110
H 3.6315 8.0972 -1.5825 -0.30 0.02 0.53 0.107
H 1.8535 8.0814 -1.9576 0.07 0.06 0.03 0.111
H 3.0176 9.0871 -3.8189 0.59 0.60 0.22 0.101
H 2.6489 7.5680 -4.3969 -0.08 -0.67 0.06 0.102
H 4.7388 9.1567 -5.4504 -0.11 0.51 0.36 0.070
H 4.5111 7.6048 -6.0499 0.04 -0.83 0.20 0.082
H 6.0995 8.1048 -5.3240 -0.07 -0.45 -0.07 0.084
C 4.2891 0.9142 0.2240 0.18 2.02 1.30 -0.765
O 4.7133 1.6722 1.1020 1.20 0.17 -0.13 -0.039
N 4.6021 0.7335 -1.0333 2.63 1.01 -2.08 0.164
N 3.1971 0.2208 0.4107 -3.77 -2.54 2.38 0.157
H 5.3861 1.1688 -1.4979 -0.36 -0.12 0.28 0.108
H 3.8902 0.2049 -1.5170 -0.05 -0.85 -1.73 0.035
H 2.8167 0.1248 1.3414 0.17 0.23 -0.16 0.084
H 2.9641 -0.5201 -0.2349 -0.28 -0.14 -0.42 0.077
C -2.9018 2.9572 -0.5589 -0.81 -1.92 -1.48 -0.826
O -2.7848 4.1308 -0.4288 -0.09 3.91 1.28 0.036
N -2.0253 2.2127 -1.1830 3.49 -0.45 -1.23 0.169
N -3.9313 2.1664 -0.3053 -3.62 0.11 1.69 0.168
H -2.2956 1.2604 -1.3833 0.78 -0.44 -0.14 0.073
H -1.2108 2.7334 -1.4756 0.26 -0.65 -0.38 0.087
H -3.8663 1.1948 -0.5732 -0.17 -0.56 0.16 0.065
H -4.8408 2.5940 -0.2060 0.25 -0.21 0.24 0.104
```
Forces are in eV/Å.

Values from the calculation:
Gap between HOMO and LUMO: 3.9054 eV
Total charge: -2
HOMO level: -0.008 Eh
Spin multiplicity: 1
Total energy: -65873.36161 eV